Record 1
C35H51BrCl3GeN3O10P2PtS2Si3 as an isolated structure, computed with ωB97M-V/def2-TZVPD.

- HOMO level (alpha / beta) (eV) = -9.2729 / -10.7254
- Kohn-Sham gap (alpha / beta) (Eh) = 0.2754 / 0.2150
- LUMO energy (alpha / beta) (eV) = -1.7798 / -4.8750

ORCA input file:
```
! wB97M-V def2-TZVPD RIJCOSX def2/J DEFGRID3
* xyz 1 6
Pt -0.060 -0.729 0.816
Br -2.029 3.341 6.608
Ge -0.593 1.302 -1.481
Cl -8.507 -2.689 -0.735
Cl -5.397 1.546 5.658
Cl -6.156 -3.733 5.350
S -1.330 -3.335 -2.076
S -7.025 -2.936 -3.308
P 2.236 -0.579 -1.052
P 2.854 -1.256 1.757
Si -3.391 1.566 -1.816
Si 0.656 3.810 -1.346
Si -0.130 1.181 -4.271
O -5.324 -3.216 1.053
O 1.612 -0.812 2.453
O 1.331 -2.714 0.212
O 3.947 -0.131 1.573
O 3.670 -0.094 -1.589
O -1.196 0.803 1.939
O 1.735 0.554 -0.150
O 3.648 -2.384 2.531
O 1.356 -1.024 -2.160
O -1.330 2.322 0.287
N -2.784 -3.521 2.718
N -1.580 -0.845 -0.847
N -1.257 -2.133 1.967
C -5.018 0.147 3.383
C 2.336 3.417 -2.076
C -1.897 2.987 2.482
C -5.124 -4.188 -2.154
C -2.239 -2.955 1.621
C -1.425 1.954 1.503
C -5.917 -4.288 0.305
C -4.090 0.054 -2.636
C -1.453 -1.902 -1.387
C -5.738 -1.090 5.319
C -1.790 2.720 3.845
C 3.726 -2.895 -0.339
C -0.806 -0.542 -4.520
C -2.856 5.134 2.970
C 2.579 -1.998 0.095
C -3.568 3.099 -2.883
C -2.102 -3.032 3.811
C -1.043 2.404 -5.361
C -1.164 -2.171 3.336
C -7.147 -3.232 -1.624
C -5.017 -1.022 2.642
C -2.428 4.196 2.046
C -6.074 -3.911 -1.129
C -4.018 -4.310 2.771
C -2.742 4.884 4.330
C -4.187 1.766 -0.144
C -5.722 -2.244 4.562
C -2.205 3.678 4.755
C -0.274 5.075 -2.368
C -5.296 -3.518 2.434
C -5.382 0.100 4.720
C -5.370 -2.236 3.217
C 0.833 4.371 0.421
C 1.711 1.278 -4.597
C -5.505 -3.727 -3.372
H -4.736 1.091 2.939
H 2.629 2.384 -1.892
H 3.642 -2.261 3.489
H -5.267 1.631 -0.255
H 4.679 -2.371 -0.267
H -2.118 2.228 -5.349
H -2.354 -3.327 4.814
H -5.170 0.199 -2.718
H 1.238 3.574 1.048
H 3.573 -3.214 -1.372
H -6.146 -4.152 2.711
H -3.996 2.746 0.287
H -2.503 4.392 0.985
H 2.352 3.598 -3.150
H -3.907 -0.839 -2.041
H -4.745 -1.006 1.595
H 1.025 -2.974 -0.678
H -2.708 3.764 -2.829
H -2.595 -3.138 0.621
H 3.939 -0.564 -2.387
H -4.198 -4.716 -1.977
H 1.965 0.541 -5.364
H -4.980 -3.808 -4.310
H -3.066 5.617 5.055
H -3.719 2.821 -3.926
H -4.449 3.655 -2.551
H -0.199 -1.265 -3.977
H -0.691 2.262 -6.387
H 3.083 4.062 -1.607
H -4.095 -4.699 3.784
H -6.897 -4.515 0.734
H -3.702 -0.113 -3.639
H 3.758 -3.775 0.300
H 0.237 6.036 -2.257
H 1.527 5.216 0.449
H -3.278 6.074 2.639
H -6.021 -1.121 6.362
H -1.376 1.777 4.172
H -0.116 4.687 0.848
H 2.291 1.044 -3.707
H 2.006 2.263 -4.957
H -0.285 4.817 -3.426
H -1.301 5.206 -2.027
H -0.792 -0.789 -5.585
H -0.864 3.445 -5.092
H -0.432 -1.584 3.861
H -1.831 -0.632 -4.164
H -3.818 1.005 0.546
H 3.568 0.670 1.175
H -3.932 -5.135 2.065
H -5.290 -5.184 0.372
*
```

Löwdin population analysis, charges in e, atoms 1 to 99: atom 1 (Pt): 1.141, atom 2 (Br): 0.753, atom 3 (Ge): 0.964, atom 4 (Cl): 0.681, atom 5 (Cl): 0.705, atom 6 (Cl): 0.745, atom 7 (S): 0.705, atom 8 (S): 1.003, atom 9 (P): 0.283, atom 10 (P): 0.483, atom 11 (Si): 0.603, atom 12 (Si): 0.574, atom 13 (Si): 0.529, atom 14 (O): -0.104, atom 15 (O): -0.322, atom 16 (O): -0.136, atom 17 (O): -0.082, atom 18 (O): -0.117, atom 19 (O): -0.080, atom 20 (O): -0.457, atom 21 (O): -0.071, atom 22 (O): -0.320, atom 23 (O): -0.285, atom 24 (N): -0.037, atom 25 (N): -0.153, atom 26 (N): -0.053, atom 27 (C): -0.079, atom 28 (C): -0.191, atom 29 (C): -0.132, atom 30 (C): -0.150, atom 31 (C): -0.112, atom 32 (C): -0.563, atom 33 (C): -0.155, atom 34 (C): -0.191, atom 35 (C): -0.977, atom 36 (C): -0.123, atom 37 (C): -0.054, atom 38 (C): -0.051, atom 39 (C): -0.213, atom 40 (C): -0.051, atom 41 (C): -0.574, atom 42 (C): -0.180, atom 43 (C): -0.030, atom 44 (C): -0.201, atom 45 (C): -0.106, atom 46 (C): -0.974, atom 47 (C): -0.001, atom 48 (C): -0.047, atom 49 (C): -0.316, atom 50 (C): -0.048, atom 51 (C): -0.107, atom 52 (C): -0.176, atom 53 (C): -0.575, atom 54 (C): -0.675, atom 55 (C): -0.196, atom 56 (C): -0.306, atom 57 (C): -0.657, atom 58 (C): -0.183, atom 59 (C): -0.181, atom 60 (C): -0.200, atom 61 (C): -0.406, atom 62 (H): 0.098, atom 63 (H): -0.002, atom 64 (H): 0.110, atom 65 (H): 0.058, atom 66 (H): 0.094, atom 67 (H): 0.014, atom 68 (H): 0.130, atom 69 (H): 0.049, atom 70 (H): 0.043, atom 71 (H): 0.097, atom 72 (H): 0.133, atom 73 (H): 0.024, atom 74 (H): 0.109, atom 75 (H): 0.024, atom 76 (H): 0.019, atom 77 (H): 0.114, atom 78 (H): 0.054, atom 79 (H): -0.001, atom 80 (H): 0.109, atom 81 (H): 0.095, atom 82 (H): 0.093, atom 83 (H): 0.048, atom 84 (H): 0.071, atom 85 (H): 0.108, atom 86 (H): 0.025, atom 87 (H): 0.047, atom 88 (H): -0.004, atom 89 (H): 0.045, atom 90 (H): 0.048, atom 91 (H): 0.109, atom 92 (H): 0.121, atom 93 (H): 0.021, atom 94 (H): 0.093, atom 95 (H): 0.047, atom 96 (H): 0.049, atom 97 (H): 0.113, atom 98 (H): 0.110, atom 99 (H): 0.116

=====

Record 2
C12H34MnO13S6 as an isolated structure, computed with ωB97M-V/def2-TZVPD.

- HOMO level (alpha / beta) (eV) = -6.6376 / -7.6185
- Kohn-Sham gap (alpha / beta) (Eh) = 0.2452 / 0.2810
- LUMO energy (alpha / beta) (eV) = 0.0334 / 0.0282

ORCA input file:
```
! wB97M-V def2-TZVPD RIJCOSX def2/J DEFGRID3
* xyz 0 6
Mn 11.658 7.709 8.390
S 9.686 7.270 11.165
S 13.186 9.899 10.759
S 13.521 9.503 5.841
S 8.729 9.205 7.203
S 11.070 5.213 7.518
S 14.991 6.441 9.171
O 8.365 10.241 6.249
O 16.217 6.293 8.066
O 12.438 9.318 9.515
O 11.547 5.769 8.784
O 10.463 7.934 10.034
O 10.916 6.540 6.870
O 10.086 8.988 7.675
O 9.829 4.517 7.597
O 12.170 4.515 6.894
O 12.636 8.816 6.848
O 15.691 7.061 10.344
O 7.668 9.367 8.450
O 13.867 7.106 8.554
C 12.349 10.599 4.891
C 7.883 10.332 9.486
C 17.228 5.814 5.873
C 14.396 10.887 6.662
C 15.941 5.919 6.662
C 14.539 4.692 9.530
C 12.750 11.553 11.357
C 14.906 10.293 10.288
C 7.033 9.869 10.706
C 10.669 5.912 11.909
C 8.398 6.151 10.319
C 8.133 7.584 6.564
H 7.226 10.521 11.557
H 17.763 4.945 6.257
H 7.212 8.842 11.022
H 13.249 11.936 12.247
H 9.972 5.171 12.302
H 15.392 10.556 11.228
H 11.714 9.947 4.291
H 17.895 6.659 6.049
H 8.203 5.218 10.849
H 7.044 7.546 6.590
H 11.126 5.389 11.070
H 13.026 12.294 10.607
H 15.277 5.068 6.513
H 14.846 11.169 9.642
H 5.965 10.008 10.539
H 12.867 11.249 4.185
H 13.697 11.535 7.190
H 7.570 11.280 9.048
H 11.681 11.616 11.560
H 14.753 11.481 5.820
H 15.522 6.786 6.151
H 11.463 6.286 12.556
H 8.449 6.689 7.101
H 8.936 10.363 9.767
H 15.259 4.223 10.200
H 8.435 7.410 5.532
H 8.789 5.805 9.362
H 11.664 11.150 5.536
H 7.519 6.748 10.078
H 15.320 9.429 9.767
H 13.614 4.814 10.095
H 17.050 5.655 4.809
H 15.122 10.554 7.404
H 14.456 4.098 8.620
*
```

Just the Löwdin charges please, in e? Sure, here they are: atom 1 (Mn): 0.713, atom 2 (S): 0.937, atom 3 (S): 0.930, atom 4 (S): 0.933, atom 5 (S): 0.712, atom 6 (S): 0.215, atom 7 (S): 0.716, atom 8 (O): -0.289, atom 9 (O): -0.263, atom 10 (O): -0.584, atom 11 (O): -0.454, atom 12 (O): -0.622, atom 13 (O): -0.422, atom 14 (O): -0.342, atom 15 (O): -0.321, atom 16 (O): -0.342, atom 17 (O): -0.586, atom 18 (O): -0.325, atom 19 (O): -0.282, atom 20 (O): -0.325, atom 21 (C): -0.219, atom 22 (C): -0.237, atom 23 (C): -0.080, atom 24 (C): -0.246, atom 25 (C): -0.236, atom 26 (C): -0.073, atom 27 (C): -0.260, atom 28 (C): -0.226, atom 29 (C): -0.053, atom 30 (C): -0.232, atom 31 (C): -0.174, atom 32 (C): -0.085, atom 33 (H): 0.075, atom 34 (H): 0.074, atom 35 (H): 0.042, atom 36 (H): 0.063, atom 37 (H): 0.051, atom 38 (H): 0.063, atom 39 (H): 0.053, atom 40 (H): 0.080, atom 41 (H): 0.054, atom 42 (H): 0.067, atom 43 (H): 0.034, atom 44 (H): 0.047, atom 45 (H): 0.125, atom 46 (H): 0.037, atom 47 (H): 0.076, atom 48 (H): 0.048, atom 49 (H): 0.055, atom 50 (H): 0.120, atom 51 (H): 0.052, atom 52 (H): 0.047, atom 53 (H): 0.101, atom 54 (H): 0.054, atom 55 (H): 0.043, atom 56 (H): 0.106, atom 57 (H): 0.068, atom 58 (H): 0.080, atom 59 (H): 0.027, atom 60 (H): 0.061, atom 61 (H): 0.035, atom 62 (H): 0.033, atom 63 (H): 0.056, atom 64 (H): 0.087, atom 65 (H): 0.037, atom 66 (H): 0.070

=====

Record 3
C21H41AsGaN5OSi as an isolated structure, computed with ωB97M-V/def2-TZVPD.

- HOMO level (eV) = -13.1410
- Kohn-Sham gap (Eh) = 0.2735
- LUMO energy (eV) = -5.6982

ORCA input file:
```
! wB97M-V def2-TZVPD RIJCOSX def2/J DEFGRID3
* xyz 2 1
As -0.534 3.036 0.356
Ga -0.367 0.471 -0.012
Si 0.387 -1.984 1.873
O 1.369 0.914 -0.798
N -2.537 0.611 0.302
N -4.672 0.533 0.708
N 2.776 -0.597 -1.751
N -0.320 -1.386 0.362
N 3.573 1.004 -0.259
C 1.783 -0.948 -2.760
C -4.078 0.862 1.900
C -1.636 -3.331 -0.385
C -2.300 -3.990 -1.407
C 3.343 1.930 0.837
C 2.562 0.429 -0.925
C 0.706 -3.830 1.945
C 4.969 0.925 -0.684
C -1.948 -2.140 -2.880
C -2.232 3.756 -0.269
C 2.030 -1.051 1.973
C -3.727 0.389 -0.240
C -0.648 -1.373 3.327
C -4.023 0.061 -1.657
C -1.074 -2.066 -0.598
C -2.453 -3.413 -2.660
C 0.684 4.187 -0.631
C 3.805 -1.617 -1.556
C -1.277 -1.491 -1.859
C -0.360 3.668 2.201
C -2.750 0.910 1.639
H -1.331 4.000 2.563
H -0.378 -1.900 4.245
H 1.107 -1.726 -2.400
H 2.531 -1.244 2.924
H 3.984 1.661 1.677
H 4.539 -1.602 -2.363
H -2.544 4.560 0.395
H 0.014 2.886 2.858
H 5.543 0.217 -0.087
H 0.729 3.871 -1.671
H 5.035 0.658 -1.734
H 3.594 2.948 0.532
H 0.336 4.505 2.215
H 1.501 -4.017 2.670
H -2.070 -1.666 -3.845
H 1.205 -0.072 -3.042
H -3.184 0.336 -2.288
H -1.719 -1.513 3.169
H 2.309 1.898 1.161
H -4.628 1.022 2.810
H -2.715 -4.972 -1.218
H -1.546 -3.799 0.585
H -3.008 2.997 -0.304
H 3.318 -2.593 -1.557
H 0.263 5.190 -0.571
H -4.911 0.593 -1.999
H 1.020 -4.246 0.987
H -2.960 -3.935 -3.459
H 4.307 -1.498 -0.603
H -5.663 0.425 0.559
H -2.083 4.156 -1.270
H 2.711 -1.342 1.171
H -4.199 -1.010 -1.774
H 1.852 0.028 1.913
H 5.421 1.908 -0.558
H -1.936 1.112 2.315
H -0.177 -4.371 2.287
H -0.457 -0.309 3.503
H -0.851 -0.493 -2.049
H 2.306 -1.317 -3.640
H 1.680 4.184 -0.200
*
```

Just the Löwdin charges please, in e? Sure, here they are: atom 1 (As): 1.149, atom 2 (Ga): 0.549, atom 3 (Si): 0.455, atom 4 (O): -0.113, atom 5 (N): -0.007, atom 6 (N): 0.144, atom 7 (N): -0.095, atom 8 (N): -0.098, atom 9 (N): -0.096, atom 10 (C): -0.007, atom 11 (C): -0.028, atom 12 (C): -0.019, atom 13 (C): -0.052, atom 14 (C): -0.029, atom 15 (C): -0.443, atom 16 (C): -0.158, atom 17 (C): -0.011, atom 18 (C): -0.089, atom 19 (C): -0.227, atom 20 (C): -0.148, atom 21 (C): -0.335, atom 22 (C): -0.160, atom 23 (C): 0.024, atom 24 (C): -0.357, atom 25 (C): -0.074, atom 26 (C): -0.240, atom 27 (C): -0.021, atom 28 (C): -0.142, atom 29 (C): -0.237, atom 30 (C): -0.165, atom 31 (H): 0.044, atom 32 (H): 0.045, atom 33 (H): 0.087, atom 34 (H): 0.057, atom 35 (H): 0.113, atom 36 (H): 0.107, atom 37 (H): 0.053, atom 38 (H): 0.029, atom 39 (H): 0.103, atom 40 (H): 0.047, atom 41 (H): 0.101, atom 42 (H): 0.099, atom 43 (H): 0.047, atom 44 (H): 0.045, atom 45 (H): 0.122, atom 46 (H): 0.095, atom 47 (H): 0.078, atom 48 (H): 0.031, atom 49 (H): 0.051, atom 50 (H): 0.135, atom 51 (H): 0.118, atom 52 (H): 0.094, atom 53 (H): 0.014, atom 54 (H): 0.107, atom 55 (H): 0.053, atom 56 (H): 0.101, atom 57 (H): 0.041, atom 58 (H): 0.114, atom 59 (H): 0.081, atom 60 (H): 0.181, atom 61 (H): 0.048, atom 62 (H): 0.026, atom 63 (H): 0.097, atom 64 (H): 0.001, atom 65 (H): 0.104, atom 66 (H): 0.086, atom 67 (H): 0.037, atom 68 (H): 0.018, atom 69 (H): 0.079, atom 70 (H): 0.111, atom 71 (H): 0.024

=====

Question: What is the formula in the second record?
Answer: C12H34MnO13S6